56
Properties=species:S:1:pos:R:3:mulliken_charge:R:1 method="wB97M-V/def2-TZVPD" homo_energy_ev=-8.1 e_tot_ev=-105516.574 orbital_gap_ev=8.031 max_force_ev_per_a=1.11
O 1.877 2.791 3.729 -0.37
P 3.502 2.667 3.735 -0.12
Br 3.938 1.883 1.674 -0.21
B 3.743 0.887 4.490 0.47
O 2.758 -0.071 4.558 -0.21
B 3.164 -1.213 3.875 0.59
O 4.462 -1.628 4.056 -0.47
B 5.399 -0.623 4.154 0.55
O 5.026 0.526 4.840 -0.32
H 1.459 2.148 3.146 0.28
H 2.418 -1.736 3.115 -0.12
H 6.452 -0.685 3.615 -0.09
C -2.086 -0.774 0.088 -1.44
C -1.731 -0.897 1.560 -0.46
N -1.695 0.375 2.261 0.26
C -1.131 0.269 3.595 -0.57
C -1.875 -0.579 4.635 -1.25
C -2.893 1.190 2.141 -0.71
C -4.226 0.588 2.608 -1.00
H -1.391 -0.111 -0.430 0.34
H -2.033 -1.756 -0.383 0.52
H -3.098 -0.398 -0.062 0.32
H -0.736 -1.342 1.647 0.43
H -2.428 -1.614 2.023 0.22
H -1.001 1.279 3.994 0.39
H -0.120 -0.140 3.487 0.28
H -2.760 -0.074 5.019 0.28
H -1.218 -0.769 5.486 0.44
H -2.178 -1.546 4.234 0.29
H -2.995 1.480 1.093 0.39
H -2.706 2.124 2.676 0.37
H -4.338 -0.448 2.286 0.26
H -5.055 1.154 2.180 0.37
H -4.338 0.619 3.690 0.28
C 1.624 0.645 -2.525 -1.35
C 1.490 0.468 -4.029 -0.35
N 0.870 -0.787 -4.411 0.11
C 0.954 -1.058 -5.834 -0.70
C 0.205 -0.128 -6.798 -0.97
C -0.403 -1.073 -3.778 -0.72
C -1.546 -0.066 -3.974 -1.01
H 2.177 -0.184 -2.079 0.32
H 2.165 1.568 -2.314 0.44
H 0.656 0.716 -2.029 0.17
H 2.487 0.481 -4.477 0.49
H 0.962 1.348 -4.433 0.24
H 0.619 -2.086 -5.999 0.36
H 2.015 -1.046 -6.099 0.42
H -0.869 -0.311 -6.795 0.22
H 0.558 -0.297 -7.817 0.39
H 0.373 0.924 -6.565 0.28
H -0.226 -1.190 -2.706 0.39
H -0.730 -2.060 -4.115 0.31
H -1.206 0.967 -3.886 0.23
H -2.310 -0.224 -3.209 0.37
H -2.030 -0.183 -4.942 0.34